w:
Here is a 3-piece molecular cluster, C3H10NO4 overall from the Open Molecules 2025 dataset. Energies are from ωB97M-V/def2-TZVPD.

The lowest unoccupied orbital energy is 0.14128 Eh. Its charge is -1. The calculation puts the HOMO-LUMO gap at 0.28815 Eh.

Element x y z (Å)
C1 -0.215 -0.043 2.509
N1 -0.653 0.546 1.320
C2 0.100 1.349 0.448
C3 1.210 0.488 -0.402
O1 0.663 0.132 -1.575
O2 -0.816 -1.060 2.915
H1 0.625 0.362 3.080
H2 -1.511 0.179 0.875
H3 0.512 2.049 1.181
H4 -0.523 1.824 -0.365
H5 1.531 -0.384 0.201
H6 1.885 1.311 -0.631
H7 -2.024 -0.660 -1.579
H8 -0.862 0.298 -1.497
O3 -1.863 0.211 -1.314
H9 0.766 -2.703 -1.181
H10 0.637 -1.434 -1.930
O4 0.537 -2.467 -2.055

natural (NBO) analysis output, partial charges in e: 0.499 -0.628 -0.267 -0.032 -0.927 -0.660 0.118 0.433 0.160 0.224 0.121 0.120 0.458 0.499 -1.041 0.440 0.508 -1.025

x:
Here is C3H10NO4 as an isolated structure from the Open Molecules 2025 dataset. Energies are from ωB97M-V/def2-TZVPD.

The lowest unoccupied orbital energy is 0.13666 Eh. Its charge is -1. The calculation puts the HOMO-LUMO gap at 0.31892 Eh.

Element x y z (Å)
O1 -3.348 0.598 -0.417
C1 -2.414 -0.225 0.034
C2 -1.003 -0.110 -0.368
N1 -0.308 -1.154 0.494
C3 1.124 -1.327 -0.068
O2 1.908 -0.185 0.037
H1 -2.657 -0.972 0.842
H2 -1.522 0.579 0.530
H3 -0.798 0.206 -1.349
H4 -0.252 -0.731 1.434
H5 1.097 -1.395 -1.163
H6 1.456 -2.314 0.501
H7 0.506 1.564 1.982
H8 1.645 0.535 1.386
O3 1.196 0.956 2.301
H9 1.960 0.622 -1.165
H10 1.515 0.470 -2.798
O4 1.865 1.067 -2.077

natural (NBO) analysis output, partial charges in e: -0.697 0.213 -0.167 -0.684 0.109 -0.909 0.162 0.272 0.256 0.383 0.137 0.124 0.443 0.514 -1.057 0.506 0.441 -1.043

y:
Here is a 3-piece molecular cluster, C3H10NO4 overall from the Open Molecules 2025 dataset. Energies are from ωB97M-V/def2-TZVPD.

The lowest unoccupied orbital energy is 0.13568 Eh. Its charge is -1. The calculation puts the HOMO-LUMO gap at 0.29734 Eh.

Element x y z (Å)
O1 0.260 -1.046 0.270
C1 0.638 0.160 0.354
O2 0.156 0.997 1.132
C2 1.861 0.507 -0.730
C3 1.305 1.663 -1.552
N1 1.872 -0.602 -1.749
H1 2.910 0.571 -0.422
H2 0.572 2.232 -1.020
H3 2.074 2.418 -1.740
H4 0.937 1.410 -2.548
H5 1.993 -1.492 -1.267
H6 0.916 -0.592 -2.159
H7 -0.845 -0.345 2.163
H8 -2.283 -0.587 1.586
O3 -1.745 -0.550 2.371
H9 -3.240 -0.328 -0.781
H10 -2.292 -1.249 -0.057
O4 -3.221 -0.937 -0.050

natural (NBO) analysis output, partial charges in e: -0.822 0.753 -0.766 -0.174 -0.627 -0.850 0.192 0.225 0.190 0.194 0.364 0.343 0.501 0.470 -1.000 0.466 0.501 -0.960

What are the relative energies? In kJ/mol: w 89.9; x 387.8; y 0.0.

w:
Here is C17H18AsF6IrNO10SSe as an isolated structure from the Open Molecules 2025 dataset. Energies are from ωB97M-V/def2-TZVPD.

The lowest unoccupied orbital energy (alpha / beta) is 0.14993 / 0.12714 Eh. As for the spin multiplicity: 2. Its charge is -2. The calculation puts the HOMO-LUMO gap (alpha / beta) at 0.26697 / 0.24495 Eh.

Element x y z (Å)
Ir1 0.786 0.360 0.949
O1 3.950 0.462 2.400
S1 2.603 0.986 3.092
O2 3.030 1.480 4.364
O3 1.662 -0.137 3.094
O4 2.100 2.006 2.159
C1 -0.526 0.150 -2.553
As1 1.058 0.078 -1.429
C2 2.350 1.041 -2.501
C3 1.606 -1.738 -1.790
H1 -0.266 -0.281 -3.521
H2 -0.845 1.184 -2.663
H3 -1.318 -0.427 -2.084
H4 2.534 0.427 -3.383
H5 3.259 1.152 -1.917
H6 1.954 2.014 -2.770
H7 1.918 -1.777 -2.836
H8 0.786 -2.425 -1.598
H9 2.422 -2.013 -1.129
C4 6.161 -0.864 1.718
C5 5.175 -0.538 0.603
C6 3.842 0.016 1.069
N1 2.873 0.146 0.301
H10 7.055 -1.336 1.303
H11 5.692 -1.554 2.418
H12 6.460 0.029 2.267
H13 4.926 -1.449 0.061
H14 5.600 0.182 -0.103
O5 1.066 -3.200 3.071
Se1 1.787 -2.910 1.660
O6 1.567 -4.083 0.559
O7 0.900 -1.627 0.858
O8 3.348 -2.481 1.783
F1 -8.302 -0.322 -1.662
C7 -7.829 -1.108 -0.663
F2 -8.585 -0.805 0.419
F3 -8.139 -2.376 -1.000
C8 -6.372 -0.905 -0.418
C9 -5.921 0.370 -0.086
C10 -4.586 0.584 0.185
C11 -3.665 -0.476 0.137
C12 -4.137 -1.753 -0.194
C13 -5.476 -1.965 -0.469
C14 -2.290 -0.258 0.416
C15 -1.110 -0.020 0.576
H15 -6.624 1.193 -0.036
H16 -4.226 1.569 0.449
H17 -3.435 -2.576 -0.214
H18 -5.828 -2.958 -0.715
F4 -0.619 4.901 1.255
C16 0.078 4.708 0.129
F5 -0.550 5.409 -0.840
F6 1.285 5.283 0.301
C17 0.245 3.207 -0.266
O9 0.017 2.415 0.677
O10 0.551 3.005 -1.436

natural (NBO) analysis output, partial charges in e: 1.151 -0.740 2.585 -0.955 -0.966 -0.965 -0.991 1.485 -0.955 -0.962 0.212 0.248 0.248 0.206 0.261 0.259 0.193 0.261 0.281 -0.605 -0.469 0.597 -0.763 0.183 0.244 0.198 0.243 0.194 -1.061 2.779 -1.097 -1.007 -1.106 -0.339 0.978 -0.338 -0.333 -0.206 -0.175 -0.198 -0.090 -0.152 -0.189 -0.127 -0.155 0.212 0.228 0.226 0.218 -0.322 0.883 -0.339 -0.329 0.716 -0.660 -0.691

x:
Here is C17H18AsF6IrNO10SSe as an isolated structure from the Open Molecules 2025 dataset. Energies are from ωB97M-V/def2-TZVPD.

The lowest unoccupied orbital energy (alpha / beta) is 0.15481 / 0.14027 Eh. As for the spin multiplicity: 2. Its charge is -2. The calculation puts the HOMO-LUMO gap (alpha / beta) at 0.27667 / 0.25920 Eh.

Element x y z (Å)
Ir1 1.011 0.542 -0.437
O1 2.942 0.138 -3.518
S1 3.158 0.509 -2.141
O2 4.502 0.928 -1.826
O3 2.139 1.618 -1.719
O4 2.678 -0.584 -1.179
C1 3.911 -3.615 -1.190
As1 1.989 -3.456 -1.563
C2 1.639 -5.415 -1.573
C3 2.116 -3.301 -3.513
H1 4.342 -4.466 -1.723
H2 4.062 -3.727 -0.116
H3 4.397 -2.692 -1.504
H4 2.371 -5.959 -2.177
H5 0.640 -5.581 -1.980
H6 1.668 -5.795 -0.550
H7 2.960 -3.879 -3.896
H8 2.235 -2.249 -3.770
H9 1.183 -3.668 -3.942
C4 -1.248 -2.194 2.852
C5 -0.658 -2.813 1.588
C6 -0.583 -1.813 0.468
N1 -0.001 -0.721 0.552
H10 -1.305 -2.932 3.654
H11 -2.251 -1.807 2.664
H12 -0.627 -1.363 3.184
H13 -1.248 -3.665 1.248
H14 0.365 -3.147 1.772
O5 -2.714 -0.183 -1.593
Se1 -1.432 -1.040 -2.021
O6 -1.566 -2.016 -3.277
O7 -0.044 -0.159 -2.111
O8 -1.239 -2.228 -0.676
F1 -5.370 7.424 1.008
C7 -5.649 6.136 1.324
F2 -5.979 6.157 2.642
F3 -6.781 5.818 0.664
C8 -4.517 5.214 1.026
C9 -3.234 5.565 1.437
C10 -2.172 4.718 1.193
C11 -2.363 3.494 0.532
C12 -3.665 3.151 0.139
C13 -4.728 4.001 0.382
C14 -1.280 2.618 0.258
C15 -0.353 1.874 0.016
H15 -3.071 6.507 1.947
H16 -1.172 4.985 1.508
H17 -3.815 2.204 -0.364
H18 -5.725 3.724 0.065
F4 5.010 -0.161 2.681
C16 3.957 0.668 2.634
F5 3.531 0.825 3.914
F6 4.399 1.857 2.224
C17 2.806 0.071 1.772
O9 2.592 -1.114 1.886
O10 2.186 0.994 1.130

natural (NBO) analysis output, partial charges in e: 1.365 -0.997 2.560 -0.994 -0.933 -1.029 -0.961 0.954 -0.979 -0.969 0.187 0.220 0.247 0.191 0.214 0.205 0.190 0.270 0.220 -0.594 -0.465 0.536 -0.465 0.190 0.203 0.228 0.211 0.241 -1.017 2.765 -1.008 -0.964 -0.739 -0.340 0.979 -0.343 -0.334 -0.214 -0.179 -0.204 -0.079 -0.151 -0.192 -0.166 -0.107 0.209 0.222 0.237 0.215 -0.325 0.886 -0.345 -0.314 0.708 -0.610 -0.635

What are the relative energies? In kJ/mol: w 214.5; x 0.0.

w:
Here is one molecule with the formula C6H7NO3 from the Open Molecules 2025 dataset. Energies are from ωB97M-V/def2-TZVPD.

The lowest unoccupied orbital energy is 0.00620 Eh. Its charge is 0. The calculation puts the HOMO-LUMO gap at 0.35349 Eh.

Element x y z (Å)
C1 -0.763 0.328 -0.722
C2 -0.097 -0.820 -1.411
C3 -0.959 -0.147 0.757
C4 0.361 -0.408 1.611
C5 1.401 -0.714 0.591
C6 0.911 -1.215 -0.673
N1 -0.537 2.551 -1.634
O1 -0.004 1.519 -0.829
O2 0.135 3.526 -1.579
O3 1.800 -1.962 0.009
H1 -1.822 0.374 -1.116
H2 -0.548 -1.419 -2.136
H3 -1.636 0.384 1.468
H4 -1.455 -1.149 0.725
H5 0.596 0.532 2.099
H6 0.388 -1.350 2.335
H7 2.230 -0.031 0.505

natural (NBO) analysis output, partial charges in e: 0.048 -0.359 -0.417 -0.440 0.002 0.349 0.377 -0.403 -0.265 -0.421 0.218 0.220 0.219 0.217 0.230 0.235 0.190

x:
Here is a 2-piece molecular cluster, C6H7NO3 overall from the Open Molecules 2025 dataset. Energies are from ωB97M-V/def2-TZVPD.

The lowest unoccupied orbital energy is 0.01982 Eh. Its charge is 0. The calculation puts the HOMO-LUMO gap at 0.34692 Eh.

Element x y z (Å)
C1 -3.643 0.079 0.402
O1 -2.507 0.933 0.563
C2 -1.295 0.409 0.450
C3 -0.064 0.981 0.570
C4 0.858 -0.119 0.398
C5 0.109 -1.238 0.161
O2 -1.199 -0.917 0.230
C6 2.286 -0.081 0.478
N1 3.424 -0.135 0.706
H1 -3.650 -0.368 -0.600
H2 -3.646 -0.706 1.168
H3 -4.521 0.720 0.527
H4 0.158 2.034 0.701
H5 0.355 -2.281 0.000
O3 4.656 0.479 -2.131
H6 3.836 0.046 -2.403
H7 4.842 0.163 -1.219

natural (NBO) analysis output, partial charges in e: -0.255 -0.479 0.599 -0.362 -0.236 0.124 -0.418 0.300 -0.331 0.189 0.190 0.206 0.252 0.222 -0.951 0.464 0.487

What are the relative energies? In kJ/mol: w 475.6; x 0.0.

w:
Here is an isolated ion of composition C5H12N2 and charge +1 from the Open Molecules 2025 dataset. Energies are from ωB97M-V/def2-TZVPD.

The lowest unoccupied orbital energy (alpha / beta) is -0.16565 / -0.29607 Eh. As for the spin multiplicity: 2. Its charge is +1. The calculation puts the HOMO-LUMO gap (alpha / beta) at 0.37729 / 0.24759 Eh.

Element x y z (Å)
C1 -1.102 -1.044 1.387
C2 -0.974 -1.266 -0.162
C3 -0.928 -0.176 -1.249
C4 0.469 0.188 -1.812
N1 1.987 1.180 1.441
C5 1.143 1.121 0.338
N2 1.438 0.535 -0.762
H1 -0.385 -0.284 1.681
H2 -1.090 -1.955 1.993
H3 -2.079 -0.618 1.727
H4 -1.910 -1.763 -0.478
H5 0.054 -1.819 -0.242
H6 -1.634 -0.460 -2.083
H7 -1.314 0.706 -0.737
H8 0.986 -0.632 -2.289
H9 0.477 1.026 -2.520
H10 1.671 1.926 2.117
H11 2.918 1.395 1.369
H12 0.274 1.940 0.278

natural (NBO) analysis output, partial charges in e: -0.612 -0.419 -0.422 -0.275 -0.747 0.310 -0.055 0.175 0.251 0.222 0.242 0.204 0.261 0.209 0.274 0.273 0.413 0.426 0.271

x:
Here is an isolated ion of composition C5H12N2 and charge +1 from the Open Molecules 2025 dataset. Energies are from ωB97M-V/def2-TZVPD.

The lowest unoccupied orbital energy (alpha / beta) is -0.15363 / -0.28591 Eh. As for the spin multiplicity: 2. Its charge is +1. The calculation puts the HOMO-LUMO gap (alpha / beta) at 0.39735 / 0.26637 Eh.

Element x y z (Å)
C1 1.099 -2.664 1.047
C2 1.753 -1.278 0.881
C3 0.716 -0.155 1.068
C4 -0.382 -0.170 -0.013
N1 -1.059 1.781 -2.151
C5 -1.344 1.919 -0.837
N2 -1.230 0.986 0.038
H1 0.715 -2.714 2.068
H2 0.324 -2.736 0.249
H3 1.712 -3.603 0.825
H4 2.588 -1.224 1.587
H5 2.229 -1.232 -0.116
H6 1.192 0.819 1.160
H7 0.307 -0.263 2.093
H8 -0.961 -1.083 0.098
H9 0.200 -0.038 -0.933
H10 -0.245 1.204 -2.327
H11 -1.265 2.618 -2.681
H12 -1.507 2.919 -0.390

natural (NBO) analysis output, partial charges in e: -0.617 -0.407 -0.398 -0.280 -0.723 0.316 -0.047 0.218 0.187 0.246 0.239 0.202 0.227 0.235 0.271 0.213 0.425 0.438 0.253

What are the relative energies? In kJ/mol: w 98.0; x 0.0.

w:
Here is one molecule with the formula C4H6N2S from the Open Molecules 2025 dataset. Energies are from ωB97M-V/def2-TZVPD.

The lowest unoccupied orbital energy is -0.02231 Eh. Its charge is 0. The calculation puts the HOMO-LUMO gap at 0.30156 Eh.

Element x y z (Å)
C1 -1.547 0.530 0.002
C2 0.694 0.926 -0.004
C3 2.431 -0.612 -0.732
C4 2.435 -0.599 0.731
H1 -1.626 1.626 -0.010
H2 0.479 1.988 -0.020
H3 3.353 -0.512 -1.281
H4 1.606 -1.133 -1.245
H5 1.603 -1.131 1.224
H6 3.366 -0.498 1.322
N1 -0.234 0.033 -0.006
N2 2.063 0.630 0.002
S1 -2.854 -0.404 0.003

natural (NBO) analysis output, partial charges in e: -0.137 0.350 -0.241 -0.244 0.165 0.164 0.211 0.225 0.224 0.215 -0.523 -0.464 0.056

x:
Here is one molecule with the formula C4H6N2S from the Open Molecules 2025 dataset. Energies are from ωB97M-V/def2-TZVPD.

The lowest unoccupied orbital energy (alpha / beta) is -0.00682 / -0.00682 Eh. Its charge is 0. The calculation puts the HOMO-LUMO gap (alpha / beta) at 0.24155 / 0.24157 Eh.

Element x y z (Å)
C1 0.143 1.247 -1.163
C2 -0.384 1.017 0.099
C3 0.641 -1.109 -1.451
C4 -0.510 -0.542 1.943
N1 0.639 0.104 -1.880
N2 -0.251 -0.230 0.528
S1 0.854 -2.657 -1.361
H1 0.443 2.121 -1.715
H2 -0.824 1.710 0.726
H3 -1.425 -0.116 2.359
H4 -0.806 -1.511 1.914
H5 0.303 -0.414 2.655
H6 1.178 0.378 -2.654

natural (NBO) analysis output, partial charges in e: -0.275 0.025 0.212 -0.429 -0.548 -0.527 0.144 0.205 0.191 0.179 0.199 0.187 0.435

What are the relative energies? In kJ/mol: w 0.0; x 135.3.